Below is a molecular structure, FHNiO2P at a distorted geometry, with properties calculated with wB97M-V/def2-TZVPD.

```
6
Properties=species:S:1:pos:R:3:forces:R:3:mulliken_charge:R:1
P 0.5302 -0.8809 -0.7278 0.91 0.33 -0.05 0.306
F 0.9197 0.1666 -2.0384 -0.20 -0.42 0.85 -0.338
O 1.3617 -0.2685 0.4985 -0.90 -0.23 -1.52 -0.478
O -0.9239 -0.3241 -0.3660 -0.24 0.44 0.34 -0.591
Ni -0.2786 0.6357 1.1624 1.91 -0.42 0.90 0.147
H 0.6352 0.8995 2.5899 -1.47 0.29 -0.52 -0.047
```
Forces are in eV/Å.

Calculated values
Highest occupied orbital energy (alpha / beta)   -3.9 / -4.0 eV
Total charge   -1
Lowest unoccupied orbital energy (alpha / beta)   3.910 / 3.346 eV
Multiplicity   3
E_tot   -57162.77350 eV